Entry from OMol25: a molecular structure, C5H12N2O (the ωB97M-V functional and the def2-TZVPD basis).

Summary:
F_max	5.63	eV/Å
relative energy (zero: lowest compared OMol25 entry of this formula, charge and spin)	431.8	kJ/mol
frontier orbital gap	0.3087	Eh
highest occupied orbital energy	-7.5296	eV
DFT total energy	-10403.9491	eV

Positions of all 20 atoms, in Å:
C -0.01 1.76 -0.37
C 0.76 -0.58 0.44
C 0.51 0.02 -0.83
C -1.37 1.82 0.29
N -0.29 -0.95 1.28
C 0.58 -2.96 -0.89
O 0.97 2.52 0.32
N 1.47 -2.17 -0.46
H 0.62 2.75 1.19
H -0.07 2.20 -1.37
H 1.61 -0.19 1.00
H 0.04 -1.46 2.10
H -1.00 -1.50 0.81
H -0.31 -0.39 -1.41
H 1.40 0.20 -1.42
H -1.69 2.86 0.38
H -1.35 1.47 1.33
H -2.12 1.30 -0.30
H -0.50 -2.66 -0.96
H 0.79 -4.02 -1.15

***

Entry from OMol25: a single C5H12N2O molecule (the ωB97M-V functional and the def2-TZVPD basis).

Summary:
F_max	3.24	eV/Å
relative energy (zero: lowest compared OMol25 entry of this formula, charge and spin)	341.2	kJ/mol
frontier orbital gap	0.3499	Eh
highest occupied orbital energy	-8.5792	eV
DFT total energy	-10404.8877	eV
SMILES	CC[C@@H](C=O)NCN

Positions of all 20 atoms, in Å:
O 2.09 0.72 1.37
C 1.21 1.30 0.81
C -0.05 0.64 0.20
C -1.14 0.75 1.23
C -2.52 0.65 0.47
N 0.34 -0.72 -0.19
C 0.73 -0.97 -1.57
N -0.11 -2.13 -2.03
H 1.33 2.39 0.38
H -0.38 1.31 -0.69
H -1.11 -0.20 1.75
H -1.06 1.71 1.79
H -2.56 0.45 -0.63
H -3.00 1.61 0.63
H -3.32 0.00 0.89
H 1.00 -1.04 0.63
H 1.87 -1.35 -1.56
H 0.39 -0.11 -2.34
H 0.19 -2.94 -1.42
H -1.04 -1.88 -1.75

***

Entry from OMol25: a single C5H12N2O molecule (the ωB97M-V functional and the def2-TZVPD basis).

Summary:
F_max	3.59	eV/Å
relative energy (zero: lowest compared OMol25 entry of this formula, charge and spin)	264.4	kJ/mol
frontier orbital gap	0.3249	Eh
highest occupied orbital energy	-7.7830	eV
DFT total energy	-10405.6841	eV
SMILES	N/C=C/C[C@@H](N)CO

Positions of all 20 atoms, in Å:
C 0.33 -2.33 0.55
O -0.49 -2.72 1.74
C -0.21 -0.93 0.18
C 0.96 0.11 0.25
C 0.68 1.35 -0.54
C -0.15 2.34 -0.19
N -0.25 3.56 -0.77
N -0.71 -1.09 -1.21
H 1.29 -2.51 1.05
H 0.29 -3.12 -0.21
H -1.07 -0.69 0.81
H 1.15 0.36 1.29
H 1.83 -0.32 -0.24
H 1.36 1.64 -1.35
H -0.88 2.21 0.63
H -0.83 4.29 -0.41
H 0.39 3.81 -1.50
H -1.34 -0.32 -1.42
H -1.18 -3.32 1.41
H 0.00 -1.11 -1.93